No. 1
{
  "formula": "C13H13N4O4",
  "method": "the ωB97M-V functional and the def2-TZVPD basis",
  "e_lumo_ev": 0.6,
  "total_charge": -1,
  "symbols": ["C", "C", "N", "C", "C", "C", "N", "H", "H", "H", "H", "H", "H", "H", "O", "N", "O", "C", "C", "C", "C", "C", "C", "N", "O", "O", "C", "C", "H", "H", "H", "H", "H", "H"],
  "coordinates": [[0.975, -2.577, -1.431], [-0.396, -2.062, -1.410], [-1.489, -2.879, -1.501], [-2.574, -2.063, -1.463], [-3.961, -2.581, -1.517], [-2.097, -0.715, -1.351], [-0.744, -0.745, -1.305], [1.683, -1.745, -1.427], [1.151, -3.212, -0.555], [1.127, -3.185, -2.331], [-4.680, -1.756, -1.533], [-4.110, -3.196, -2.415], [-4.175, -3.214, -0.645], [-2.709, 0.177, -1.314], [1.047, 1.675, 5.496], [1.946, 1.279, 4.720], [3.041, 0.824, 5.124], [1.711, 1.340, 3.320], [2.694, 0.865, 2.425], [2.426, 0.846, 1.071], [1.182, 1.321, 0.548], [0.924, 1.274, -0.871], [-0.091, 1.948, -1.499], [-0.079, 2.045, -2.884], [-1.026, 2.558, -3.536], [0.962, 1.598, -3.444], [0.225, 1.831, 1.476], [0.482, 1.831, 2.838], [3.643, 0.524, 2.832], [3.176, 0.476, 0.367], [1.657, 0.744, -1.480], [-0.950, 2.354, -0.967], [-0.727, 2.214, 1.107], [-0.242, 2.207, 3.557]]
}

No. 2
{
  "formula": "C13H13N6O4SSn",
  "method": "the ωB97M-V functional and the def2-TZVPD basis",
  "e_lumo_ev": [-12.3, -11.5],
  "total_charge": 3,
  "symbols": ["Sn", "C", "C", "N", "N", "C", "N", "S", "C", "C", "C", "C", "C", "N", "H", "H", "H", "H", "H", "H", "H", "H", "H", "H", "O", "C", "O", "C", "C", "N", "N", "C", "C", "O", "O", "H", "H", "H"],
  "coordinates": [[0.555, 0.537, -0.624], [-0.465, 4.350, 1.637], [-0.474, 3.057, 0.911], [0.296, 2.044, 1.120], [1.244, 1.979, 2.098], [1.882, 0.802, 2.290], [2.692, 0.682, 3.315], [1.692, -0.576, 1.254], [-1.492, 2.786, -0.152], [-2.557, 3.631, -0.379], [-3.592, 3.215, -1.215], [-3.529, 1.959, -1.785], [-2.406, 1.176, -1.564], [-1.406, 1.578, -0.772], [0.433, 4.503, 2.231], [-1.336, 4.420, 2.294], [-0.522, 5.170, 0.920], [1.336, 2.737, 2.769], [2.832, 1.424, 3.992], [3.192, -0.182, 3.483], [-2.601, 4.598, 0.101], [-4.436, 3.867, -1.398], [-4.328, 1.578, -2.407], [-2.303, 0.205, -2.024], [0.021, -4.466, -3.911], [0.915, -3.900, -4.498], [1.530, -4.203, -5.589], [1.499, -2.627, -4.020], [2.605, -1.903, -4.433], [2.684, -0.834, -3.630], [1.713, -0.798, -2.723], [0.977, -1.878, -2.940], [-0.170, -2.087, -2.041], [-0.861, -3.142, -2.080], [-0.492, -1.199, -1.185], [-0.527, -3.798, -2.839], [3.322, -2.075, -5.220], [3.386, -0.104, -3.659]]
}

No. 3
{
  "formula": "C13H14BrN3O3",
  "method": "the ωB97M-V functional and the def2-TZVPD basis",
  "e_lumo_ev": 0.2,
  "total_charge": 0,
  "symbols": ["C", "C", "N", "C", "N", "C", "C", "C", "C", "C", "C", "N", "C", "O", "O", "C", "Br", "C", "C", "O", "H", "H", "H", "H", "H", "H", "H", "H", "H", "H", "H", "H", "H", "H"],
  "coordinates": [[3.280, 0.629, 0.052], [1.890, 0.408, -0.558], [0.868, 0.956, 0.408], [0.173, -0.111, 0.879], [-1.015, -0.089, 1.416], [-1.836, 1.065, 1.576], [-2.180, 1.853, 0.489], [-2.966, 2.976, 0.677], [-3.414, 3.308, 1.944], [-3.087, 2.494, 3.020], [-2.300, 1.373, 2.842], [0.894, -1.258, 0.689], [0.267, -2.576, 1.127], [-0.232, -2.479, 2.252], [0.355, -3.478, 0.296], [1.442, -1.066, -0.644], [-0.100, -1.104, -1.954], [2.482, -2.077, -1.071], [2.609, -2.163, -2.580], [3.107, -1.270, -3.225], [3.201, 1.427, 0.788], [3.629, -0.248, 0.594], [4.006, 0.923, -0.701], [1.835, 0.895, -1.526], [0.315, 1.697, -0.001], [-1.328, -0.985, 1.793], [-1.851, 1.593, -0.510], [-3.211, 3.588, -0.181], [-4.022, 4.191, 2.074], [-3.437, 2.748, 4.011], [-2.053, 0.746, 3.688], [3.474, -1.766, -0.742], [2.245, -3.050, -0.653], [2.255, -3.077, -3.082]]
}

No. 4
{
  "formula": "C13H14I2NOSe2Y",
  "method": "the ωB97M-V functional and the def2-TZVPD basis",
  "e_lumo_ev": -7.1,
  "total_charge": 2,
  "symbols": ["Y", "C", "Se", "C", "C", "Se", "C", "H", "H", "H", "H", "H", "H", "H", "H", "H", "H", "I", "C", "C", "C", "I", "C", "C", "C", "C", "N", "C", "C", "O", "H", "H", "H", "H"],
  "coordinates": [[-11.212, -11.372, 0.812], [-13.902, -11.801, 0.104], [-13.682, -10.187, 1.317], [-12.962, -10.842, 3.085], [-13.275, -12.283, 3.455], [-11.566, -13.203, 3.131], [-12.409, -14.671, 2.198], [-14.938, -12.023, 0.265], [-13.361, -12.715, 0.305], [-13.738, -11.484, -0.955], [-13.256, -10.115, 3.887], [-11.877, -10.692, 2.985], [-14.057, -12.646, 2.780], [-13.620, -12.420, 4.463], [-13.525, -14.599, 2.201], [-12.061, -15.614, 2.642], [-12.057, -14.625, 1.137], [-8.585, -7.259, 1.955], [-8.766, -8.105, 0.065], [-8.494, -7.376, -1.115], [-8.732, -7.973, -2.344], [-8.236, -6.929, -4.238], [-9.353, -9.252, -2.351], [-9.667, -9.902, -3.573], [-10.365, -11.078, -3.576], [-10.927, -11.578, -2.403], [-10.502, -11.077, -1.202], [-9.713, -9.900, -1.157], [-9.321, -9.376, 0.064], [-9.743, -9.993, 1.211], [-8.207, -6.313, -1.190], [-9.399, -9.423, -4.538], [-10.737, -11.548, -4.522], [-11.660, -12.376, -2.335]]
}

No. 5
{
  "formula": "C13H14IMnN6O3",
  "method": "the ωB97M-V functional and the def2-TZVPD basis",
  "multiplicity": 5,
  "s_squared": 6.052,
  "e_lumo_ev": [-7.9, -6.9],
  "total_charge": 2,
  "symbols": ["Mn", "O", "C", "O", "C", "C", "C", "C", "C", "N", "H", "H", "H", "H", "I", "C", "C", "N", "N", "C", "H", "H", "H", "C", "N", "C", "C", "O", "N", "C", "N", "H", "H", "H", "H", "H", "H", "H"],
  "coordinates": [[-0.386, 0.233, -0.691], [-1.614, -2.484, -3.148], [-0.946, -1.748, -2.504], [-1.450, -0.911, -1.555], [0.540, -1.584, -2.639], [1.301, -2.284, -3.544], [2.667, -2.031, -3.580], [3.211, -1.094, -2.714], [2.382, -0.430, -1.829], [1.067, -0.678, -1.796], [0.819, -2.999, -4.198], [3.301, -2.557, -4.281], [4.269, -0.870, -2.722], [2.759, 0.314, -1.141], [-5.073, 3.630, -2.674], [-3.308, 3.047, -1.800], [-2.381, 3.853, -1.162], [-1.392, 3.067, -0.723], [-1.606, 1.781, -1.076], [-2.780, 1.763, -1.727], [-2.373, 4.918, -0.992], [-0.528, 3.338, -0.281], [-3.183, 0.836, -2.101], [0.587, -0.702, 4.990], [0.488, -0.389, 3.565], [1.101, 0.777, 2.936], [0.622, 0.580, 1.531], [0.812, 1.298, 0.501], [-0.133, -0.503, 1.411], [-0.220, -1.059, 2.664], [-0.932, -2.138, 2.902], [1.441, -0.173, 5.402], [0.763, -1.769, 5.127], [-0.313, -0.395, 5.523], [2.191, 0.753, 2.998], [0.746, 1.720, 3.357], [-1.429, -2.583, 2.146], [-1.019, -2.529, 3.826]]
}

No. 6
{
  "formula": "C13H14IMoN3S",
  "method": "the ωB97M-V functional and the def2-TZVPD basis",
  "de_lowest_kcal_mol": 36.6,
  "multiplicity": 3,
  "s_squared": 2.086,
  "e_lumo_ev": [-10.3, -9.5],
  "total_charge": 2,
  "symbols": ["C", "C", "H", "H", "H", "H", "H", "H", "C", "C", "C", "C", "H", "H", "H", "H", "N", "C", "C", "N", "C", "C", "C", "H", "H", "C", "H", "H", "Mo", "I", "S", "C", "N"],
  "coordinates": [[3.296, 3.834, 1.523], [4.402, 2.879, 1.098], [2.926, 4.395, 0.666], [3.715, 4.549, 2.238], [2.445, 3.349, 2.004], [4.111, 2.120, 0.371], [5.194, 3.479, 0.643], [4.843, 2.369, 1.956], [-2.835, 0.959, 0.016], [-4.004, 0.917, -0.733], [-4.197, -0.110, -1.662], [-3.213, -1.087, -1.815], [-2.661, 1.694, 0.797], [-4.760, 1.689, -0.572], [-5.109, -0.149, -2.256], [-3.326, -1.916, -2.518], [-1.794, 0.079, -0.221], [-2.021, -0.985, -1.079], [-0.931, -1.935, -1.172], [0.195, -1.583, -0.461], [1.256, -2.458, -0.453], [0.117, -3.961, -1.977], [1.255, -3.626, -1.220], [2.100, -2.164, 0.182], [2.138, -4.266, -1.217], [-0.967, -3.098, -1.955], [-1.860, -3.274, -2.545], [0.099, -4.870, -2.572], [0.022, 0.201, 0.710], [0.170, 2.821, 0.839], [-0.531, -0.849, 2.617], [-0.155, 0.176, 3.908], [0.081, 0.821, 4.860]]
}

No. 7
{
  "formula": "C13H14InO10S2",
  "method": "the ωB97M-V functional and the def2-TZVPD basis",
  "de_lowest_kcal_mol": 0.0,
  "e_lumo_ev": 0.8,
  "total_charge": -1,
  "symbols": ["C", "S", "O", "O", "In", "S", "H", "H", "H", "H", "H", "H", "C", "C", "C", "O", "C", "C", "C", "O", "O", "O", "H", "H", "H", "H", "C", "C", "C", "O", "C", "C", "C", "O", "O", "O", "H", "H", "H", "H"],
  "coordinates": [[-0.184, 0.123, 4.079], [-1.152, 0.356, 2.592], [-1.248, -1.041, 2.069], [-0.382, 1.274, 1.742], [-3.448, 1.357, 3.257], [-4.541, -0.719, 4.011], [0.122, 1.100, 4.452], [-0.804, -0.391, 4.816], [0.679, -0.484, 3.804], [-4.106, 2.077, 1.840], [-3.090, 2.343, 4.636], [-3.867, -1.500, 3.150], [-0.737, -1.131, -3.015], [-1.699, -1.373, -3.910], [-3.119, -1.735, -3.508], [-3.889, -1.934, -4.447], [-3.445, -1.819, -2.125], [-2.490, -1.577, -1.187], [-1.055, -1.224, -1.597], [-0.243, -1.038, -0.720], [-2.756, -1.647, 0.081], [-1.543, -1.325, -5.231], [0.271, -0.850, -3.286], [-4.457, -2.068, -1.840], [-2.013, -1.421, 0.747], [-2.438, -1.545, -5.575], [5.099, 1.343, -0.613], [4.245, 1.147, -1.628], [2.741, 0.951, -1.426], [2.114, 0.791, -2.465], [2.197, 0.970, -0.098], [3.060, 1.160, 0.918], [4.555, 1.362, 0.723], [5.216, 1.528, 1.737], [2.699, 1.186, 2.188], [4.590, 1.104, -2.904], [6.161, 1.484, -0.751], [1.137, 0.826, 0.068], [3.509, 1.337, 2.710], [3.736, 0.953, -3.372]]
}

No. 8
{
  "formula": "C13H14NO",
  "method": "the ωB97M-V functional and the def2-TZVPD basis",
  "de_lowest_kcal_mol": 142.4,
  "e_lumo_ev": -5.3,
  "total_charge": 1,
  "symbols": ["C", "C", "C", "C", "C", "C", "C", "C", "C", "C", "C", "C", "C", "N", "O", "H", "H", "H", "H", "H", "H", "H", "H", "H", "H", "H", "H", "H", "H"],
  "coordinates": [[4.059, -0.564, 0.040], [3.951, 0.833, -0.101], [2.921, -1.321, 0.037], [2.756, 1.488, -0.072], [1.671, -0.685, 0.008], [1.628, 0.712, 0.091], [0.471, -1.408, -0.165], [-0.805, 0.678, -0.535], [-0.711, -1.926, 0.201], [0.253, 1.438, 0.295], [-1.859, -1.957, -0.839], [-2.703, -0.747, -0.519], [-2.792, 1.571, 0.338], [-1.948, 0.327, 0.240], [-0.702, -2.067, 1.440], [5.023, -0.954, -0.140], [4.754, 1.414, -0.175], [2.844, -2.447, 0.081], [2.574, 2.601, -0.042], [-0.101, 1.220, 1.398], [0.322, 2.500, 0.046], [-1.525, -1.924, -1.952], [-2.554, -2.758, -0.635], [-3.246, -0.443, -1.448], [-3.601, -0.997, 0.167], [-3.831, 1.221, 0.699], [-2.185, 2.217, 1.071], [-2.776, 1.989, -0.698], [-1.887, -0.012, 1.166]]
}

no.,E (hartree)
1,-1022.995653
2,-1744.146701
3,-3467.806021
4,-6069.791605
5,-2506.303705
6,-1431.488268
7,-2242.747535
8,-633.235719